Entry from OMol25: 3 unconnected molecules or ions with the total composition C33H59BClFN3O12S3 in a non-equilibrium geometry (the ωB97M-V functional and the def2-TZVPD basis).

Values from the calculation:
- M: 851.3 g/mol
- Largest force on an atom: 0.1254 hartree/bohr
- HOMO level: -10.9078 eV

```
! RIJCOSX wB97M-V def2-TZVPD def2/J DEFGRID3
* xyz 1 1
C 0.0737 -3.6707 3.9926
C 1.0881 -3.5518 2.9629
C 0.8035 -3.5722 1.3708
C -0.7252 -3.2266 1.0224
N -1.3365 -2.0341 1.0960
C -0.4805 -0.8765 1.5593
C 0.6085 -0.4070 0.4772
C 0.4129 1.0785 -0.0913
C 1.8023 1.8611 0.1365
C 1.9593 3.1991 -0.7238
O 1.6228 4.4131 0.0269
C 0.2839 4.3780 0.5049
C -0.0943 3.8957 1.9950
O -0.6408 4.7769 -0.2398
C -2.8283 -1.9083 0.7751
C -3.4809 -2.0673 2.2221
C -4.8355 -1.2885 2.5158
C -6.0589 -1.5878 1.5420
O -7.2975 -0.9291 1.9476
C -3.2086 -0.7298 -0.2225
C -3.3357 0.7435 0.4000
C -4.7485 1.4612 0.1501
C -4.8576 2.2129 -1.2728
S -6.4539 1.6362 -2.0772
O -7.6104 1.6771 -1.0946
O -6.3352 0.2031 -2.5520
Cl -7.0252 2.9383 -3.6310
C -2.9469 -3.2328 -0.1707
F -2.7670 -3.0405 -1.5971
B -4.3222 -4.1130 -0.1384
N -5.2059 -4.0934 -1.3759
O -4.8056 -4.8746 0.9660
C -1.8943 -4.2028 0.5339
N -1.6220 -5.4919 -0.1351
C -1.6908 -6.6672 0.7638
C -0.9351 -6.8100 2.1702
O -2.4359 -7.6102 0.4075
C -0.4550 -5.4980 -1.0102
C -0.1856 -4.5558 -2.2615
O 0.4392 -6.3640 -0.7533
H -0.2533 -4.7245 4.2886
H -0.3722 -2.7087 4.4105
H 2.1921 -3.3819 3.2562
H 1.0863 -4.6444 1.0362
H 1.5465 -2.8990 0.8002
H -1.1104 0.0491 1.8159
H 0.0735 -1.1257 2.5410
H 0.7025 -1.2130 -0.3435
H 1.6295 -0.4307 1.0191
H 0.2135 1.0655 -1.2295
H -0.4654 1.6364 0.3699
H 2.6693 1.1553 -0.1536
H 1.9753 2.1198 1.2399
H 1.4256 3.1578 -1.7434
H 3.0825 3.3006 -0.9660
H -0.8136 3.0097 2.0079
H 0.8861 3.5378 2.4661
H -0.5842 4.7346 2.5924
H -3.6482 -3.1627 2.5496
H -2.7063 -1.6678 2.9824
H -4.7308 -0.1401 2.5781
H -5.1771 -1.5988 3.5754
H -6.2867 -2.7207 1.5997
H -5.8021 -1.3879 0.4399
H -7.9806 -1.6301 2.0658
H -2.3534 -0.6612 -0.9972
H -4.1511 -0.9644 -0.8448
H -2.5433 1.4264 -0.0925
H -3.1116 0.7994 1.5253
H -4.8797 2.2339 0.9960
H -5.6411 0.7578 0.2210
H -5.0207 3.3354 -1.0706
H -3.9502 2.0644 -1.9468
H -4.7550 -4.5800 -2.1607
H -5.3474 -3.0922 -1.5748
H -5.5348 -5.4706 0.6940
H -2.3468 -4.5462 1.5428
H -1.5044 -6.2134 2.9772
H 0.1640 -6.5220 2.1071
H -1.0020 -7.9127 2.4528
H -1.1451 -4.4235 -2.8812
H 0.2695 -3.5461 -1.9541
H 0.5468 -5.1089 -2.9585
C 7.1948 0.2911 -2.9190
C 6.0576 1.0604 -3.5939
C 4.7451 0.5762 -2.9739
S 5.1445 0.0398 -1.3139
O 4.9274 -1.3870 -1.2254
O 4.5697 0.9670 -0.3610
C 6.8987 0.3413 -1.4258
H 8.1696 0.7248 -3.1489
H 7.1957 -0.7472 -3.2662
H 6.1808 2.1317 -3.4056
H 6.0586 0.9160 -4.6763
H 4.0032 1.3745 -2.9274
H 4.3376 -0.2789 -3.5161
H 7.4422 -0.4104 -0.8541
H 7.0927 1.3367 -1.0193
C 4.9538 7.9901 0.0592
C 3.8248 7.0252 -0.3089
C 4.3186 6.1625 -1.4709
S 6.0981 6.0745 -1.3091
O 6.6968 6.7469 -2.4380
O 6.4756 4.7319 -0.9224
C 6.2187 7.1421 0.1160
H 4.7646 8.4922 1.0100
H 5.0513 8.7575 -0.7153
H 3.5952 6.3882 0.5512
H 2.9093 7.5576 -0.5754
H 3.9025 5.1565 -1.4298
H 4.0894 6.6205 -2.4346
H 7.1340 7.7310 0.0631
H 6.2289 6.5098 1.0065
*
```

Mulliken population analysis, charges in e, atoms 1 to 5: number 1, C, carries -0.6286; number 2, C, carries -0.3694; number 3, C, carries -0.8518; number 4, C, carries -0.1679; number 5, N, carries 1.3261

=====

Entry from OMol25: a molecular structure, C33H60BN6OPdSSbSe4 (the ωB97M-V functional and the def2-TZVPD basis).

Values from the calculation:
- M: 1143.8 g/mol
- Energy relative to the best compared isomer or geometry (same formula, charge and spin): 0.000 eV
- Largest force on an atom: 0.0153 hartree/bohr
- HOMO level (spin up / spin down): -7.7638 / -7.6830 eV

```
! RIJCOSX wB97M-V def2-TZVPD def2/J DEFGRID3
* xyz 0 3
Pd -0.6892 1.4443 -0.5140
C 1.7461 4.3456 -0.8316
C 0.8859 4.5599 0.4088
C 1.2976 5.8246 1.1530
C 0.9496 3.3578 1.2979
C 1.5155 3.2712 2.5623
C 1.3265 1.9783 2.9954
C 1.6696 1.5506 4.4000
C 2.5047 0.2847 4.5907
C 0.4065 1.5793 5.2668
N 0.6740 1.2937 2.0209
N 0.4693 2.1600 0.9742
B 0.8851 -0.2204 1.6361
N 1.9398 -0.2367 0.4781
N 1.6875 0.3589 -0.7257
C 2.6628 0.0130 -1.5464
C 3.5952 -0.7970 -0.8745
C 3.0926 -0.9460 0.4005
C 3.6392 -1.8026 1.5036
C 5.1252 -1.5324 1.7309
C 3.3905 -3.2763 1.1763
C 2.6300 0.2920 -3.0274
C 4.0313 0.5604 -3.5762
C 1.6723 1.4008 -3.4390
N -0.3807 -1.0362 1.1748
N -0.5568 -1.0147 -0.1825
C -0.8795 -2.2247 -0.5799
C -1.0490 -3.0585 0.5429
C -0.7058 -2.2830 1.6290
C -0.7511 -2.7314 3.0641
C -1.1240 -1.6237 4.0406
C 0.5316 -3.4474 3.4974
C -0.7331 -2.6287 -2.0189
C 0.6905 -3.1771 -2.2024
C -1.7618 -3.6569 -2.4615
H 1.5754 5.1394 -1.5612
H 1.5294 3.3837 -1.2962
H 2.8050 4.3473 -0.5645
H -0.1642 4.6844 0.1149
H 2.3373 5.7682 1.4798
H 0.6636 5.9920 2.0239
H 1.2035 6.6878 0.4939
H 1.9756 4.0652 3.1204
H 2.2985 2.3767 4.7467
H 1.9105 -0.6240 4.5394
H 2.9677 0.3162 5.5777
H 3.2992 0.2152 3.8476
H -0.3464 0.8844 4.9027
H -0.0413 2.5725 5.2538
H 0.6503 1.3173 6.2968
H 1.3147 -0.7581 2.5954
H 4.4913 -1.2397 -1.2682
H 3.1042 -1.5600 2.4203
H 5.7076 -1.7932 0.8460
H 5.4991 -2.1291 2.5638
H 5.3064 -0.4801 1.9510
H 3.9182 -3.5521 0.2615
H 2.3289 -3.4688 1.0187
H 3.7428 -3.9201 1.9835
H 2.2649 -0.6348 -3.4909
H 4.4613 1.4459 -3.1046
H 3.9936 0.7339 -4.6527
H 4.7061 -0.2750 -3.3985
H 2.0453 2.3736 -3.1218
H 0.6706 1.2548 -3.0172
H 1.5776 1.4211 -4.5260
H -1.3586 -4.0888 0.5653
H -1.5580 -3.4716 3.0839
H -0.2656 -0.9880 4.2356
H -1.4357 -2.0535 4.9933
H -1.9333 -0.9986 3.6598
H 1.3774 -2.7595 3.4944
H 0.7700 -4.2778 2.8336
H 0.4203 -3.8383 4.5099
H -0.8185 -1.7338 -2.6343
H 0.8125 -4.1037 -1.6381
H 1.4346 -2.4660 -1.8453
H 0.8850 -3.3930 -3.2543
H -1.6834 -4.5617 -1.8574
H -1.5866 -3.9408 -3.5000
H -2.7876 -3.2843 -2.3822
Se -3.9691 0.6097 2.0668
Sb -2.5079 2.2571 1.1655
Se -2.0613 4.1087 2.5852
Se -3.4803 3.6050 -0.9846
Se -1.4142 3.5881 -1.8709
C -6.0513 -1.9950 -0.3668
C -5.2607 -1.5966 -1.6094
C -4.1908 -0.5764 -1.2506
S -2.9994 -0.3215 -2.5525
O -2.0628 0.7780 -2.0784
C -4.0319 0.5638 -3.7204
C -3.2262 1.0550 -4.9148
C -4.0938 1.8665 -5.8685
H -6.8344 -2.7079 -0.6189
H -6.5168 -1.1262 0.0985
H -5.3936 -2.4494 0.3732
H -5.9363 -1.1839 -2.3625
H -4.7960 -2.4831 -2.0519
H -3.5861 -0.9121 -0.4045
H -4.6132 0.3966 -0.9863
H -4.4812 1.3950 -3.1685
H -4.8163 -0.1348 -4.0210
H -2.7883 0.1993 -5.4361
H -2.3975 1.6658 -4.5480
H -4.9271 1.2750 -6.2489
H -3.5137 2.2138 -6.7226
H -4.5065 2.7428 -5.3677
*
```

Mulliken population analysis, charges in e, atoms 1 to 5: number 1, Pd, carries 1.4102; number 2, C, carries -1.1112; number 3, C, carries 1.6052; number 4, C, carries -2.0334; number 5, C, carries -1.7555

=====

Entry from OMol25: 7 unconnected molecules or ions with the total composition C33H60BrCl12FO2PS in a non-equilibrium geometry (the ωB97M-V functional and the def2-TZVPD basis).

Values from the calculation:
- M: 1076.2 g/mol
- Energy relative to the best compared isomer or geometry (same formula, charge and spin): 4.885 eV
- Largest force on an atom: 0.0945 hartree/bohr
- HOMO level: -9.9282 eV

```
! RIJCOSX wB97M-V def2-TZVPD def2/J DEFGRID3
* xyz 1 1
C 2.0226 3.3341 -2.0486
C 0.7816 3.4658 -1.0388
S -0.1437 1.8460 -0.8006
C -1.9249 2.3250 -1.0232
P -3.0890 1.5564 0.2755
F -2.2990 0.5780 1.3940
Br -3.8931 3.3238 1.4823
C -4.5925 0.7764 -0.5392
C -4.3608 -0.7116 -1.0972
O -3.4079 -1.4854 -0.3126
C -4.0359 -2.7712 -0.0804
C -3.0045 -3.8761 0.5217
O -2.1684 -4.4820 -0.4833
C -0.9773 -3.7532 -0.7450
C -0.0469 -4.3378 -1.8722
C 1.3250 -3.6584 -2.2324
C 1.8100 -2.3805 -1.5066
C 3.2387 -1.6414 -1.7866
C 2.9478 -0.0749 -1.6872
C 3.6807 -2.1271 -3.2640
C 4.2746 -2.2594 -0.7348
C 5.2807 -1.2554 -0.0069
C 6.3551 -2.2159 0.7823
C 6.1906 -0.3551 -0.9970
C 4.5892 -0.3709 1.1938
C 0.8820 -1.7685 -0.4009
C -0.4829 -2.4646 -0.0557
H 2.8826 4.0155 -1.6933
H 2.4217 2.2597 -1.9904
H 1.7870 3.6047 -3.1327
H 0.1011 4.3036 -1.4368
H 1.1492 3.7718 -0.0024
H -1.9729 3.4734 -0.9164
H -2.3467 2.1059 -2.0798
H -4.8408 1.4364 -1.4618
H -5.5101 0.8805 0.1530
H -5.3840 -1.2479 -1.0198
H -4.0960 -0.7408 -2.2228
H -4.8953 -2.7105 0.6949
H -4.4214 -3.2157 -1.0613
H -2.4497 -3.4999 1.4521
H -3.6962 -4.7210 0.9096
H -0.3646 -5.3033 -2.4165
H 1.9527 -4.1672 -3.0382
H 2.6745 0.3120 -0.6518
H 2.0357 0.1394 -2.3673
H 3.8208 0.5026 -2.1779
H 2.8448 -1.9203 -4.0193
H 3.9147 -3.2568 -3.3113
H 4.6277 -1.5749 -3.5834
H 3.7229 -2.8964 0.0560
H 4.9299 -3.0200 -1.3143
H 5.8367 -2.6210 1.7346
H 7.3219 -1.6736 1.0424
H 6.5343 -3.1355 0.1120
H 5.6951 0.6778 -1.1104
H 6.4355 -0.8608 -1.9895
H 7.1929 -0.1453 -0.4573
H 5.3202 -0.3329 2.0699
H 3.6841 -1.0002 1.5443
H 4.2352 0.6497 0.8276
H 1.1299 -0.8449 0.2118
H -1.1319 -1.9917 0.7635
Cl -5.1764 3.1692 -5.6132
C -6.5623 2.6489 -4.6236
C -6.8227 3.5906 -3.4649
Cl -5.5312 3.5182 -2.2357
H -6.3695 1.6312 -4.2791
H -7.4315 2.6259 -5.2836
H -7.7522 3.3142 -2.9639
H -6.9124 4.6252 -3.7998
Cl 5.6217 2.8428 -2.6616
C 6.2318 4.2435 -3.5791
C 5.5793 5.5403 -3.1440
Cl 3.8572 5.6120 -3.5986
H 6.0707 4.0491 -4.6408
H 7.3079 4.2930 -3.4014
H 6.0705 6.3843 -3.6316
H 5.6506 5.6836 -2.0643
Cl -3.2020 5.1091 5.8425
C -2.4089 3.7818 4.9573
C -2.7610 2.4222 5.5266
Cl -2.0550 2.1652 7.1406
H -1.3320 3.9588 4.9753
H -2.7482 3.8462 3.9213
H -2.3658 1.6359 4.8797
H -3.8419 2.2872 5.6041
Cl -4.2530 -6.6060 -4.1220
C -4.3616 -5.9800 -2.4579
C -4.9308 -7.0043 -1.4970
Cl -6.6547 -7.3308 -1.8060
H -4.9636 -5.0693 -2.4774
H -3.3481 -5.7114 -2.1550
H -4.8579 -6.6323 -0.4730
H -4.3912 -7.9511 -1.5536
Cl -6.5073 1.8019 5.3490
C -6.8360 3.4977 4.9086
C -7.7876 4.1668 5.8798
Cl -9.4367 3.5036 5.7678
H -7.2257 3.5134 3.8889
H -5.8750 4.0176 4.9141
H -7.8586 5.2324 5.6537
H -7.4487 4.0602 6.9117
Cl 7.0090 -0.8412 3.6799
C 7.6799 -1.7084 5.0850
C 8.3686 -2.9979 4.6854
Cl 7.2146 -4.2228 4.1009
H 6.8675 -1.8886 5.7911
H 8.3984 -1.0358 5.5577
H 8.8773 -3.4292 5.5497
H 9.1107 -2.8310 3.9027
*
```

Mulliken population analysis, charges in e, atoms 1 to 5: number 1, C, carries -0.2370; number 2, C, carries -0.7373; number 3, S, carries 0.2652; number 4, C, carries -0.9551; number 5, P, carries 0.8796

=====

Entry from OMol25: 9 unconnected molecules or ions with the total composition C33H60N2O8S9 in a non-equilibrium geometry (the ωB97M-V functional and the def2-TZVPD basis).

Values from the calculation:
- M: 901.5 g/mol
- Largest force on an atom: 0.1056 hartree/bohr
- HOMO level: -7.3856 eV

```
! RIJCOSX wB97M-V def2-TZVPD def2/J DEFGRID3
* xyz 0 1
C 2.1074 -2.2826 2.2978
C 3.1979 -1.3026 1.7203
C 2.7176 0.1126 1.3146
C 1.2436 0.5597 1.5053
C 0.1532 -0.3602 2.1081
C 0.6196 -1.8187 2.4848
N -1.2584 -0.0112 2.3601
C -1.8246 0.9123 1.3631
C -1.0766 2.0371 0.6048
C -1.8081 2.9423 -0.4408
C -3.3337 2.7997 -0.7783
C -4.0939 1.6799 0.0226
C -3.3647 0.7549 1.0688
C -4.2117 -0.3375 1.8360
C -5.4490 -0.0049 2.7578
C -6.1432 -1.2188 3.4061
N -5.8445 -2.6027 3.3541
C -4.7376 -2.9592 2.5357
C -3.9484 -1.8805 1.7761
S 0.7363 2.2666 0.9926
H 2.4719 -3.3335 2.5936
H 4.2923 -1.6347 1.6094
H 3.4420 0.8818 0.8747
H -0.1383 -2.5643 2.9030
H -1.4377 0.2796 3.3303
H -1.2569 3.7643 -1.0188
H -3.8463 3.4968 -1.5276
H -5.2181 1.6022 -0.2090
H -5.8014 1.0774 2.9265
H -7.0671 -0.9495 4.0454
H -4.4666 -4.0758 2.4632
H -3.0841 -2.2391 1.1054
C 2.6046 -4.9167 -2.4934
S 2.7443 -3.3483 -1.6115
O 3.8306 -3.5011 -0.5911
C 1.1662 -3.4825 -0.7473
H 3.5119 -5.0657 -3.0807
H 2.4953 -5.7362 -1.7802
H 1.7424 -4.8814 -3.1618
H 1.1480 -4.3927 -0.1447
H 0.3536 -3.4972 -1.4765
H 1.0531 -2.6140 -0.0963
C -8.9620 1.2088 -0.2380
S -7.6842 2.1057 0.6687
O -7.7789 1.6936 2.1013
C -8.4587 3.7304 0.5219
H -8.7039 0.1489 -0.2416
H -9.9292 1.3450 0.2490
H -9.0037 1.5744 -1.2656
H -9.4576 3.7075 0.9610
H -8.5172 4.0118 -0.5311
H -7.8441 4.4560 1.0561
C 6.9775 3.5287 0.6233
S 5.3729 3.0728 1.3134
O 4.6244 2.3298 0.2522
C 4.7097 4.7513 1.3679
H 7.5579 2.6182 0.4660
H 6.8406 4.0410 -0.3308
H 7.5046 4.1768 1.3258
H 4.7157 5.1866 0.3670
H 5.3123 5.3585 2.0456
H 3.6844 4.7065 1.7378
C 1.0845 -0.5716 -4.4738
S -0.2744 -1.7018 -4.1065
O 0.2587 -3.0970 -4.2195
C -1.2144 -1.3552 -5.6087
H 1.8234 -0.6476 -3.6746
H 1.5484 -0.8434 -5.4240
H 0.7047 0.4506 -4.5194
H -0.6085 -1.5767 -6.4897
H -1.5151 -0.3058 -5.6131
H -2.1039 -1.9863 -5.6133
C -1.0413 4.6013 5.6688
S -0.7282 4.3290 3.9109
O -0.2527 5.6238 3.3346
C -2.4616 4.1319 3.4438
H -0.0880 4.7874 6.1652
H -1.6942 5.4661 5.8015
H -1.5048 3.7112 6.0981
H -3.0248 5.0263 3.7173
H -2.8773 3.2572 3.9477
H -2.5144 3.9855 2.3638
C 4.3446 -7.4377 4.0461
S 4.0497 -5.7356 3.5196
O 2.7486 -5.3012 4.1140
C 3.7469 -6.1297 1.7830
H 4.5218 -7.4412 5.1223
H 3.4724 -8.0538 3.8201
H 5.2249 -7.8299 3.5335
H 2.9124 -6.8287 1.7002
H 4.6472 -6.5657 1.3465
H 3.5006 -5.2062 1.2554
C 7.6645 -0.9055 -3.0710
S 7.4341 -0.7622 -1.2853
O 8.7859 -0.5772 -0.6720
C 6.9509 -2.4820 -1.0253
H 8.0089 0.0562 -3.4536
H 8.4109 -1.6713 -3.2900
H 6.7135 -1.1621 -3.5411
H 7.7423 -3.1486 -1.3739
H 6.0239 -2.6851 -1.5638
H 6.7891 -2.6386 0.0415
C -1.9229 3.7208 -4.9407
S -3.2784 2.5871 -4.5696
O -2.7460 1.1958 -4.6917
C -4.2269 2.9425 -6.0646
H -1.1779 3.6402 -4.1479
H -1.4663 3.4553 -5.8960
H -2.3031 4.7433 -4.9771
H -3.6241 2.7263 -6.9484
H -4.5291 3.9913 -6.0630
H -5.1158 2.3106 -6.0685
*
```

Mulliken population analysis, charges in e, atoms 1 to 5: number 1, C, carries -0.2326; number 2, C, carries -0.4297; number 3, C, carries -0.6503; number 4, C, carries 0.5958; number 5, C, carries 0.1630

=====

E, respectively: -4138.84331, -12094.20317, -10379.11318, -5587.91257 a.u..